{
  "formula": "C38H43AlN6O2PTe",
  "method": "the ωB97M-V functional and the def2-TZVPD basis",
  "species": ["Te", "P", "Al", "O", "O", "N", "N", "N", "N", "N", "N", "C", "C", "C", "C", "C", "C", "C", "C", "C", "C", "C", "C", "C", "C", "C", "C", "C", "C", "C", "C", "C", "C", "C", "C", "C", "C", "C", "C", "C", "C", "C", "C", "C", "C", "C", "C", "C", "C", "H", "H", "H", "H", "H", "H", "H", "H", "H", "H", "H", "H", "H", "H", "H", "H", "H", "H", "H", "H", "H", "H", "H", "H", "H", "H", "H", "H", "H", "H", "H", "H", "H", "H", "H", "H", "H", "H", "H", "H", "H", "H", "H"],
  "positions_angstrom": [[-0.103, 2.671, -1.154], [0.007, -2.249, 0.104], [-0.027, 0.523, 0.186], [3.515, 0.315, 2.121], [-3.517, 0.288, 2.193], [-0.887, -4.520, 1.419], [-0.391, -4.838, -0.934], [-1.975, 0.176, 0.589], [1.400, -4.570, 0.684], [-0.001, 0.236, 2.129], [1.944, 0.228, 0.543], [-3.326, -0.680, -1.316], [4.273, 0.242, 0.879], [0.036, 8.740, 0.692], [-1.154, 0.250, 2.804], [1.167, 0.250, 2.779], [-1.194, 6.561, 0.386], [-2.279, -0.684, -2.240], [0.030, 0.288, 4.868], [3.303, -0.630, -1.374], [-1.073, -3.078, 1.395], [-2.574, 4.511, 0.043], [-4.490, -2.274, -2.699], [-0.482, -3.394, -1.302], [1.205, 5.190, 0.022], [0.476, -4.918, 1.760], [2.289, -1.633, -3.330], [-3.447, -2.270, -3.611], [0.006, 7.265, 0.455], [-2.263, 0.236, 1.850], [-0.027, 4.542, -0.126], [-4.296, 0.162, 0.967], [-4.435, -1.480, -1.558], [-1.324, -5.174, 0.236], [4.475, -1.325, -1.646], [1.231, 0.273, 4.159], [3.205, 0.364, -0.232], [-1.185, 0.283, 4.187], [2.257, 0.262, 1.799], [-2.336, -1.467, -3.381], [3.455, -2.350, -3.573], [1.600, -3.138, 0.535], [1.191, 6.548, 0.306], [2.535, 4.499, -0.114], [4.546, -2.187, -2.734], [2.218, -0.781, -2.239], [-1.239, 5.205, 0.096], [-3.249, 0.297, -0.160], [1.039, -5.224, -0.524], [2.136, 7.070, 0.405], [5.353, -1.192, -1.026], [-2.127, 7.087, 0.550], [-2.562, 3.597, 0.643], [0.514, 9.245, -0.149], [0.181, -3.204, -2.147], [-5.374, -2.869, -2.890], [1.341, -0.155, -2.103], [2.328, -2.949, -0.257], [2.186, 0.294, 4.667], [-3.348, 5.165, 0.441], [4.998, 1.050, 0.874], [0.503, -5.996, 1.919], [2.434, 3.419, -0.007], [1.052, -6.306, -0.392], [1.458, -1.700, -4.022], [-1.445, 0.000, -2.099], [0.783, -4.426, 2.682], [-2.331, -4.862, -0.042], [0.627, 8.984, 1.576], [-1.505, -3.166, -1.606], [-0.961, 9.157, 0.815], [3.226, 4.860, 0.647], [-5.283, -1.478, -0.884], [-1.539, -1.420, -4.113], [-2.128, 0.313, 4.717], [3.526, -2.996, -4.437], [2.981, 4.714, -1.087], [4.795, -0.713, 0.875], [-0.662, -5.404, -1.741], [-2.120, -2.850, 1.179], [-3.286, 1.305, -0.589], [-0.834, -2.675, 2.382], [-4.787, -0.809, 0.997], [2.000, -2.736, 1.470], [5.470, -2.710, -2.941], [-1.300, -6.256, 0.367], [0.044, 0.304, 5.950], [3.229, 1.367, -0.672], [-3.512, -2.860, -4.516], [-5.047, 0.945, 0.951], [1.706, -4.945, -1.340], [-2.850, 4.257, -0.983]],
  "mulliken_charge": [0.179, 2.092, -0.474, -0.436, -0.420, 0.275, 0.195, 0.950, 0.258, 0.531, 1.215, 0.766, -0.661, -1.505, -0.279, -0.161, -0.970, -0.276, -0.896, -0.076, -1.457, -1.207, -0.934, -1.254, 0.773, -0.941, -0.666, -0.734, 0.480, 0.074, 0.157, -0.721, -0.709, -0.782, -0.569, -0.426, 0.279, -0.410, 0.167, -0.681, -0.776, -1.174, -0.784, -1.297, -0.922, -0.061, 0.741, 0.259, -0.876, 0.481, 0.443, 0.335, -0.027, 0.352, 0.405, 0.471, 0.453, 0.316, 0.691, 0.431, 0.321, 0.324, -0.297, 0.355, 0.597, 0.235, 0.365, 0.386, 0.368, 0.429, 0.362, 0.476, 0.421, 0.542, 0.695, 0.490, 0.423, 0.418, 0.390, 0.356, 0.256, 0.531, 0.394, 0.554, 0.450, 0.359, 0.547, 0.408, 0.489, 0.347, 0.414, 0.389],
  "charge": 3
}


{
  "formula": "C4H12N2O2",
  "method": "the ωB97M-V functional and the def2-TZVPD basis",
  "species": ["O", "O", "N", "N", "C", "C", "C", "C", "H", "H", "H", "H", "H", "H", "H", "H", "H", "H", "H", "H"],
  "positions_angstrom": [[-0.091, -0.240, 3.361], [1.836, 2.243, 0.625], [0.420, 1.035, -0.640], [-0.715, -1.600, 0.458], [0.718, 1.776, 0.473], [-1.115, -1.018, -0.884], [1.551, 0.446, -1.382], [-0.924, 0.465, -0.823], [-2.139, -1.286, -1.121], [-1.229, 0.896, -1.775], [1.870, 1.118, -2.177], [1.249, -0.509, -1.783], [-1.549, 0.817, 0.009], [-0.413, -2.549, 0.267], [-1.598, -1.747, 0.937], [0.713, 0.124, 3.017], [2.335, 0.282, -0.636], [-0.484, -1.497, -1.650], [-0.155, 2.148, 1.044], [-0.281, -0.904, 2.681]],
  "mulliken_charge": [-0.661, -0.574, 0.186, -0.546, 0.050, -0.664, -0.901, -0.585, 0.379, 0.253, 0.289, 0.293, 0.325, 0.202, 0.304, 0.311, 0.321, 0.334, 0.361, 0.323],
  "smiles": "CN(C=O)CCN.O"
}


{
  "formula": "C6H7FO",
  "method": "the ωB97M-V functional and the def2-TZVPD basis",
  "species": ["F", "O", "C", "C", "C", "C", "C", "C", "H", "H", "H", "H", "H", "H", "H"],
  "positions_angstrom": [[2.792, -0.451, -0.085], [-1.970, -0.793, -0.074], [0.443, -1.280, -0.207], [0.768, 0.889, 0.054], [-0.774, -0.294, -0.052], [-0.186, 0.568, 1.069], [-0.382, 0.913, -0.954], [1.461, -0.391, -0.096], [-0.914, 1.351, 1.162], [-0.106, -0.155, 1.990], [-1.545, -2.090, 0.180], [-0.318, 0.573, -2.024], [-1.208, 1.711, -0.934], [1.427, 1.794, 0.150], [0.513, -2.346, -0.181]],
  "mulliken_charge": [-0.275, -0.681, -0.637, -0.283, 0.473, -0.537, -0.674, 0.188, 0.393, 0.245, 0.403, 0.293, 0.358, 0.407, 0.326]
}


The records above give, respectively, ΔE to the lowest compared entry with this formula, charge and spin values of 12.8 40.5 127.8 kcal per mole.
The records above give, respectively, energy values of -2803.88444 -419.58402 -407.71489 Ha.